A cluster of 7 separate species, C33H49IN4O19 in total, computed with ωB97M-V/def2-TZVPD.

Positions of all 106 atoms, in Å:
C1 -1.031 0.966 3.791
N1 -2.275 1.198 3.065
C2 -2.067 1.740 1.710
C3 -3.276 1.810 3.796
O1 -3.107 2.405 4.832
C4 -4.674 1.675 3.208
C5 -5.517 0.507 3.771
C6 -6.706 0.410 2.899
N2 -7.620 0.330 2.214
C7 -4.858 -0.904 3.883
I1 -3.630 -0.985 5.645
C8 -4.026 -1.220 2.718
N3 -3.379 -1.471 1.806
C9 -5.950 -2.020 4.036
N4 -6.325 -2.564 2.740
H1 -1.207 0.927 4.864
H2 -0.660 -0.021 3.490
H3 -0.253 1.692 3.546
H4 -1.968 0.929 0.983
H5 -2.918 2.347 1.407
H6 -1.164 2.352 1.688
H7 -5.194 2.597 3.481
H8 -4.674 1.616 2.120
H9 -5.882 0.779 4.765
H10 -6.814 -1.592 4.549
H11 -5.544 -2.788 4.698
H12 -7.312 -2.785 2.722
H13 -5.829 -3.431 2.574
C10 3.851 -1.254 0.751
C11 3.209 0.060 1.104
C12 2.084 0.006 2.119
O2 1.277 1.132 1.718
C13 1.471 1.336 0.401
O3 0.793 2.047 -0.279
O4 2.518 0.616 -0.042
H14 3.109 -1.941 0.341
H15 4.636 -1.100 0.009
H16 4.286 -1.705 1.642
H17 3.963 0.790 1.412
H18 2.408 0.115 3.150
H19 1.476 -0.888 2.021
C14 -0.953 -3.243 -0.571
C15 -0.033 -3.945 0.387
C16 -0.682 -4.554 1.614
O5 0.369 -4.450 2.603
C17 1.156 -3.421 2.246
O6 1.992 -2.897 2.923
O7 0.858 -2.989 1.011
H20 -1.484 -2.431 -0.069
H21 -0.384 -2.810 -1.393
H22 -1.679 -3.938 -0.991
H23 0.592 -4.669 -0.131
H24 -0.979 -5.591 1.493
H25 -1.530 -3.960 1.963
C18 -0.657 1.848 -2.581
C19 -0.339 0.625 -3.398
C20 -0.607 0.738 -4.884
O8 -0.886 -0.618 -5.248
C21 -1.374 -1.251 -4.148
O9 -1.870 -2.330 -4.155
O10 -1.206 -0.473 -3.052
H26 -1.714 2.102 -2.679
H27 -0.443 1.681 -1.527
H28 -0.054 2.691 -2.919
H29 0.690 0.299 -3.215
H30 0.236 1.111 -5.460
H31 -1.492 1.346 -5.090
C22 -2.152 5.269 3.937
C23 -1.555 6.217 2.934
C24 -0.052 6.123 2.761
O11 0.292 7.455 2.364
C25 -0.645 8.295 2.871
O12 -0.555 9.479 2.887
O13 -1.693 7.588 3.355
H32 -1.731 5.437 4.929
H33 -3.231 5.404 4.008
H34 -1.951 4.239 3.646
H35 -2.053 6.124 1.964
H36 0.266 5.415 2.000
H37 0.449 5.900 3.707
C26 5.502 -3.643 -3.439
C27 4.326 -3.566 -2.510
C28 4.445 -4.310 -1.194
O14 3.074 -4.622 -0.904
C29 2.405 -4.684 -2.081
O15 1.286 -5.074 -2.197
O16 3.169 -4.215 -3.084
H38 5.720 -4.675 -3.717
H39 5.284 -3.087 -4.346
H40 6.384 -3.207 -2.969
H41 4.052 -2.522 -2.332
H42 4.867 -3.721 -0.385
H43 5.000 -5.244 -1.304
C30 2.946 1.777 -6.769
C31 3.916 0.640 -6.589
C32 3.440 -0.494 -5.702
O17 4.674 -0.996 -5.173
C33 5.571 0.025 -5.165
O18 6.618 -0.009 -4.607
O19 5.092 1.070 -5.874
H44 2.709 2.230 -5.805
H45 3.370 2.550 -7.407
H46 2.028 1.412 -7.231
H47 4.246 0.253 -7.557
H48 2.914 -1.284 -6.231
H49 2.827 -0.132 -4.872

The calculation puts the energy above the lowest of the compared OMol25 structures with the same formula, charge and spin at 0.0 kcal per mole. The SMILES is CN(C)C(=O)C[C@@H](C#N)[C@](I)(C#N)CN.C[C@@H]1COC(=O)O1.C[C@@H]1COC(=O)O1.C[C@@H]1COC(=O)O1.C[C@@H]1COC(=O)O1.C[C@@H]1COC(=O)O1.C[C@@H]1COC(=O)O1. For the max |F|, the calculation gives 0.0194 hartree/bohr. The orbital gap is 9.2 eV. The calculation puts the LUMO energy at -0.447 eV. For the total energy, the calculation gives -3233.2257 Ha.

These are the Löwdin partial charges, in e, on atoms 1 to 2: -0.07, -0.15

=====

The molecule C20H19BrN6, computed with ωB97M-V/def2-TZVPD.

Positions of all 46 atoms, in Å:
C1 0.918 -3.106 -1.232
C2 1.400 -1.652 -1.168
C3 1.079 -1.089 -2.589
C4 2.895 -1.685 -0.831
N1 0.736 -0.843 -0.108
C5 -0.234 -1.174 0.892
C6 -0.789 -2.481 1.286
C7 -2.124 -2.702 0.977
C8 -2.767 -3.865 1.382
N2 -2.085 -4.820 2.047
C9 -0.774 -4.613 2.337
Br1 0.178 -5.891 3.317
C10 -0.118 -3.471 1.924
N3 -0.702 -0.112 1.538
C11 0.029 0.924 1.021
C12 -0.059 2.269 1.418
C13 0.716 3.268 0.799
C14 0.735 4.643 1.365
C15 0.424 4.935 2.713
N4 0.586 6.162 3.186
C16 0.998 7.076 2.356
N5 0.918 8.302 2.896
N6 1.254 6.954 1.081
C17 1.122 5.706 0.576
C18 1.543 2.905 -0.268
C19 1.612 1.564 -0.624
C20 0.882 0.535 -0.001
H1 1.230 -3.628 -2.138
H2 -0.198 -3.116 -1.260
H3 1.211 -3.656 -0.345
H4 1.658 -1.633 -3.345
H5 0.009 -1.246 -2.778
H6 1.283 -0.035 -2.691
H7 3.083 -2.062 0.220
H8 3.297 -0.650 -0.914
H9 3.447 -2.354 -1.518
H10 -2.721 -1.944 0.455
H11 -3.813 -4.041 1.176
H12 0.926 -3.356 2.184
H13 -0.694 2.435 2.266
H14 0.139 4.114 3.328
H15 0.430 8.287 3.805
H16 0.682 8.981 2.176
H17 1.401 5.568 -0.463
H18 2.241 3.579 -0.728
H19 2.357 1.359 -1.378

The SMILES is CC(C)(C)n1c(-c2ccnc(Br)c2)nc2cc(-c3cnc(N)nc3)ccc21. For the max |F|, the calculation gives 0.0727 hartree/bohr. The orbital gap is 8.3 eV. The calculation puts the LUMO energy at 0.262 eV. For the total energy, the calculation gives -3676.1036 Ha.

These are the Löwdin partial charges, in e, on atoms 1 to 2: -0.04, -0.52